17
Properties=species:S:1:pos:R:3 method="wB97M-V/def2-TZVPD" homo_lumo_gap_ev=9.34 homo_energy_ev=-8.47 de_lowest_kj_mol=448.55
C -0.678 -0.611 1.395
C 0.563 -0.462 0.529
C 0.643 -1.272 -0.795
C 0.946 0.024 -1.556
O -0.289 0.639 -2.016
C -0.463 1.413 -0.946
C 0.802 0.860 -0.277
H -0.677 0.109 2.220
H -0.715 -1.619 1.825
H -1.597 -0.455 0.819
H 1.455 -0.655 1.134
H 1.446 -2.012 -0.825
H -0.292 -1.741 -1.118
H 1.734 0.081 -2.307
H -2.479 2.104 1.250
H -2.076 2.098 0.618
H 1.519 1.581 0.117